[1]
# C19H27GeIrN6Se

A molecular structure, C19H27GeIrN6Se in a non-equilibrium geometry (ωB97M-V with the def2-TZVPD basis set, the Open Molecules 2025 dataset).

Calculated values
- charge = +2
- calculated total energy (Eh) = -5650.85251
- ΔE to the lowest compared entry with this formula, charge and spin (kcal/mol) = 58.7

Last column: Löwdin charge in e.
Atoms and positions in Å:
Ir: 0.780 0.105 -0.047  1.067
Se: -1.815 0.090 -0.490  0.851
Ge: -4.395 -2.079 -1.687  0.867
N: 5.078 -0.717 -0.624  0.200
N: 2.839 -0.665 0.107  0.027
N: 1.049 -0.510 2.114  0.005
N: 4.597 -0.639 1.674  0.206
N: 3.381 -0.719 -2.144  0.196
N: 6.762 -0.614 0.935  0.231
C: 1.277 4.943 0.018  -0.042
C: 3.325 -0.634 1.371  -0.272
C: 0.450 -0.611 4.417  0.006
C: 3.786 -0.711 -0.874  -0.443
C: 0.054 4.385 0.359  -0.052
C: -3.595 -0.628 -0.372  -0.545
C: -2.110 1.287 -1.978  -0.340
C: 2.302 4.131 -0.440  -0.059
C: -6.330 -1.870 -1.316  -0.201
C: 1.791 -0.648 4.784  0.015
C: 5.475 -0.661 0.652  -0.402
C: -3.617 -3.790 -1.041  -0.210
C: -3.942 -1.640 -3.571  -0.216
C: 0.127 -0.529 3.073  -0.082
C: 0.898 2.181 -0.198  -0.282
C: 2.754 -0.650 3.791  0.044
C: 2.348 -0.593 2.460  -0.185
C: -0.128 3.017 0.251  -0.141
C: 2.116 2.763 -0.561  -0.109
H: -3.693 -1.070 0.617  0.012
H: -1.178 1.785 -2.229  0.025
H: 2.940 2.168 -0.933  0.090
H: -6.678 -0.869 -1.558  0.026
H: 7.441 -0.630 0.192  0.137
H: -0.755 5.003 0.715  0.120
H: 2.402 -0.818 -2.371  0.099
H: 4.074 -0.813 -2.869  0.134
H: -4.362 -0.684 -3.874  0.022
H: 3.808 -0.697 4.009  0.127
H: -1.093 2.604 0.531  0.066
H: -2.530 -3.778 -1.043  0.013
H: -0.330 -0.639 5.160  0.129
H: -4.264 0.227 -0.457  0.023
H: -3.948 -4.597 -1.690  0.025
H: 3.259 4.554 -0.701  0.119
H: -4.401 -2.407 -4.192  0.026
H: -3.962 -4.005 -0.033  0.022
H: -2.874 -1.650 -3.774  0.015
H: 1.430 6.008 0.100  0.121
H: 2.075 -0.682 5.823  0.133
H: -6.564 -2.078 -0.275  0.026
H: -6.880 -2.575 -1.935  0.029
H: -2.473 0.708 -2.827  0.023
H: -2.852 2.033 -1.701  0.051
H: 7.058 -0.587 1.897  0.135
H: -0.907 -0.497 2.753  0.119

[2]
# C5H14NO2

3 unconnected molecules or ions with the total composition C5H14NO2 in a non-equilibrium geometry (ωB97M-V with the def2-TZVPD basis set, the Open Molecules 2025 dataset).

Calculated values
- charge = +1
- calculated total energy (Eh) = -403.86089
- ΔE to the lowest compared entry with this formula, charge and spin (kcal/mol) = 50.5

Last column: Löwdin charge in e.
Atoms and positions in Å:
O: 0.394 -2.748 -2.148  -0.053
O: 1.035 -2.421 3.218  -0.056
N: -0.113 -0.544 0.007  0.110
C: -0.231 0.635 -2.058  0.136
C: 0.047 3.033 0.064  -0.068
C: -0.410 0.660 -0.746  -0.271
C: -0.051 -0.634 1.273  0.181
C: -0.961 1.888 -0.002  -0.189
H: 0.072 -0.217 -2.648  0.067
H: -1.236 1.527 0.985  0.091
H: -0.385 3.828 0.661  0.084
H: -0.283 1.604 -2.538  0.094
H: 0.440 -3.712 -2.203  0.061
H: -0.003 0.205 1.921  0.115
H: 0.467 -2.521 -3.085  0.054
H: 0.255 3.380 -0.942  0.074
H: -1.882 2.066 -0.552  0.124
H: 1.021 2.661 0.380  0.085
H: 0.903 -2.321 4.166  0.066
H: 1.084 -3.359 3.009  0.062
H: 0.032 -1.600 1.777  0.089
H: -0.193 -1.410 -0.540  0.142

[3]
# C7H16N3

A gas-phase ion, C7H16N3 (charge +1) in a non-equilibrium geometry (ωB97M-V with the def2-TZVPD basis set, the Open Molecules 2025 dataset).

Calculated values
- ⟨S²⟩ = 2.009
- charge = +1
- calculated total energy (Eh) = -440.14195
- ΔE to the lowest compared entry with this formula, charge and spin (kcal/mol) = 24.5
- spin multiplicity = 3

Last column: Mulliken spin population.
Atoms and positions in Å:
N: -0.189 1.510 -0.269  0.272
N: -1.054 -0.624 0.361  0.520
N: 2.545 -0.860 -0.036  0.192
C: 0.994 1.000 -0.264  0.712
C: 0.192 -1.294 0.409  0.018
C: -1.603 -0.848 -1.003  0.010
C: 0.337 -2.206 1.584  0.085
C: -1.049 0.768 0.604  -0.001
C: 1.361 -0.162 0.442  -0.051
C: -0.799 2.418 -1.335  0.009
H: 1.481 0.072 1.605  0.089
H: -1.644 1.783 -1.675  -0.001
H: -2.570 -0.255 -1.042  0.003
H: -0.457 -2.941 1.568  -0.002
H: -0.067 2.636 -2.002  0.014
H: -0.955 -0.591 -1.806  0.017
H: 0.564 -1.908 -0.455  0.053
H: 2.707 -0.496 -0.997  0.005
H: 3.358 -0.877 0.524  0.010
H: 1.139 -2.799 1.527  -0.003
H: -1.118 3.301 -0.873  0.006
H: 0.316 -1.791 2.564  0.000
H: 1.763 1.320 -0.935  0.021
H: -1.775 -1.861 -1.309  0.010
H: -2.052 1.205 0.466  -0.001
H: -0.733 0.951 1.615  0.014

[4]
# C4H8N2S

A single C4H8N2S molecule in a non-equilibrium geometry (ωB97M-V with the def2-TZVPD basis set, the Open Molecules 2025 dataset).

Calculated values
- SMILES = CC1=CN(N)CS1
- calculated total energy (Eh) = -664.81089
- ΔE to the lowest compared entry with this formula, charge and spin (kcal/mol) = 76.5

Last column: Löwdin charge in e.
Atoms and positions in Å:
S: -1.452 -0.566 1.099  0.915
N: -0.465 1.332 -0.393  -0.308
N: 0.086 2.464 0.069  0.005
C: -1.659 1.010 0.290  -0.478
C: -0.040 -0.993 0.063  -0.503
C: 0.350 -2.415 0.303  -0.126
C: 0.271 0.151 -0.589  -0.149
H: 0.114 3.176 -0.680  0.093
H: -2.456 0.878 -0.436  0.077
H: -1.906 1.790 0.953  0.067
H: 0.295 -3.040 -0.573  0.069
H: -0.346 -2.735 1.005  0.006
H: 0.945 0.085 -1.358  0.086
H: 1.431 -2.678 0.650  0.118
H: 1.062 2.498 0.514  0.126

[5]
# C18H25IrN2O3

A molecular structure, C18H25IrN2O3 (ωB97M-V with the def2-TZVPD basis set, the Open Molecules 2025 dataset).

Calculated values
- charge = +2
- calculated total energy (Eh) = -1139.83412
- ΔE to the lowest compared entry with this formula, charge and spin (kcal/mol) = 1.9

Last column: Löwdin charge in e.
Atoms and positions in Å:
Ir: 0.160 0.003 0.346  1.476
O: 0.510 0.063 2.404  -0.328
O: 0.416 0.399 -1.678  -0.329
O: 1.997 0.929 0.364  -0.308
N: -1.035 1.575 0.537  -0.121
N: -1.614 -0.905 0.354  -0.146
C: 0.446 -3.890 -2.519  -0.020
C: -3.133 2.424 0.554  0.010
C: 1.210 1.618 -1.772  -0.116
C: 1.351 1.237 2.640  -0.120
C: 1.708 -3.371 -2.269  -0.037
C: -0.628 -3.581 -1.687  -0.007
C: -2.217 3.473 0.651  -0.038
C: 2.524 1.229 1.677  -0.078
C: -0.449 -2.758 -0.588  -0.220
C: -0.712 0.391 -2.597  0.009
C: -1.587 -2.366 0.326  -0.107
C: -2.656 -0.135 0.382  -0.016
C: 1.903 -2.532 -1.182  -0.050
C: 2.445 1.468 -0.900  -0.079
C: -0.940 2.918 0.632  -0.130
C: -0.591 -0.003 3.356  0.003
C: 0.831 -2.244 -0.347  -0.148
C: -2.387 1.251 0.476  -0.296
H: 0.586 2.458 -1.463  0.123
H: 2.888 -2.138 -0.964  0.121
H: 1.717 1.189 3.665  0.156
H: -2.442 4.524 0.728  0.117
H: 0.727 2.122 2.518  0.121
H: -1.128 -0.922 3.148  0.096
H: -3.659 -0.548 0.356  0.161
H: -1.175 -0.586 -2.499  0.097
H: -1.607 -3.994 -1.895  0.129
H: -1.406 1.190 -2.334  0.108
H: 3.160 0.767 -1.331  0.146
H: 2.922 2.437 -0.752  0.154
H: -4.209 2.498 0.544  0.126
H: 3.015 2.202 1.679  0.155
H: -0.327 0.523 -3.605  0.116
H: -0.166 -0.038 4.356  0.116
H: 2.540 -3.627 -2.911  0.123
H: 1.115 -1.694 0.586  0.093
H: 3.247 0.453 1.928  0.150
H: -1.377 -2.728 1.338  0.137
H: -2.548 -2.776 0.016  0.141
H: 0.291 -4.544 -3.366  0.126
H: 0.012 3.425 0.676  0.121
H: 1.508 1.750 -2.813  0.156
H: -1.237 0.866 3.232  0.107

[6]
# C4H17NO3PSr

A molecular structure, C4H17NO3PSr in a non-equilibrium geometry (ωB97M-V with the def2-TZVPD basis set, the Open Molecules 2025 dataset).

Calculated values
- charge = -1
- calculated total energy (Eh) = -814.91572
- ΔE to the lowest compared entry with this formula, charge and spin (kcal/mol) = 54.7

Last column: Löwdin charge in e.
Atoms and positions in Å:
Sr: 1.520 1.030 -0.805  0.536
P: -0.310 -1.155 0.493  0.932
O: 1.338 -1.050 0.109  -0.683
O: -0.495 0.544 0.601  -0.566
O: -0.111 -1.583 2.058  -0.397
N: 1.284 -0.858 -2.813  -0.074
C: -0.706 1.272 1.848  -0.148
C: 2.492 -0.928 0.983  -0.238
C: -1.027 -2.540 2.669  -0.125
C: -1.771 2.909 -2.068  -0.338
H: 2.228 -0.889 2.047  0.068
H: -1.173 -3.405 2.016  0.074
H: -1.244 0.704 2.617  0.074
H: 1.036 -1.764 -2.385  0.006
H: -1.401 1.278 -3.583  -0.084
H: -1.983 -2.054 2.887  0.079
H: 0.292 1.559 2.203  0.049
H: -2.334 3.633 -2.661  -0.073
H: -0.560 -2.876 3.593  0.081
H: -1.798 1.938 -3.200  -0.137
H: -1.262 2.182 1.599  0.086
H: -2.367 2.303 -1.412  -0.086
H: -0.907 3.375 -1.580  -0.102
H: 2.259 -1.021 -3.133  0.009
H: 0.757 -0.856 -3.699  0.014
H: 3.197 -1.762 0.856  0.071
H: 3.046 0.014 0.759  -0.027